No. 1
Entry from OMol25: a cluster of 2 separate species, C3H9N2O in total (the ωB97M-V functional and the def2-TZVPD basis).

Cartesian coordinates (Å):
C  0.6054  -0.2847  2.5711
C  0.2645  -0.4084  1.3106
C  -0.8131  0.1930  0.7009
N  -1.6935  0.9951  1.2709
N  0.4103  0.3451  -2.7401
O  -1.1116  0.0412  -0.6541
H  1.2933  -0.9600  3.1568
H  0.2061  0.3906  3.2708
H  0.9111  -1.1253  0.7111
H  -2.4759  1.1379  0.5659
H  -1.5529  1.3055  2.1849
H  1.4970  0.2464  -2.6725
H  0.2139  1.2595  -2.9985
H  0.0640  -0.3746  -3.3169
H  -0.4293  -0.0237  -1.4579

Computed properties:
LUMO energy (eV): -4.930
E_tot (eV): -8277.162
Energy relative to the best compared isomer or geometry (same formula, charge and spin) (kJ/mol): 184.4
Charge: +1
Spin multiplicity: 1
Gap between HOMO and LUMO (eV): 10.194

Löwdin atomic charge list, values in e, 8 entries:
1 C 0.122
2 C -0.090
3 C -0.322
4 N 0.250
5 N 0.074
6 O 0.023
7 H 0.123
8 H 0.067

No. 2
Entry from OMol25: the ion C3H9N2O with charge +1 (the ωB97M-V functional and the def2-TZVPD basis).

Cartesian coordinates (Å):
C  0.5188  0.9812  -0.7041
C  -0.4696  -0.1650  -0.7463
C  -0.7485  -0.8316  0.5943
N  -1.9497  -1.3754  0.8435
O  0.1451  -0.8189  1.3609
N  1.8474  0.7588  0.1577
H  0.0139  1.8255  -0.1841
H  0.7160  1.2376  -1.6691
H  -1.3914  0.2655  -1.3076
H  -0.1363  -0.9412  -1.4933
H  -2.8685  -1.2320  0.4616
H  -2.1217  -1.7080  1.8178
H  2.3932  1.6350  0.2330
H  2.4597  0.1536  -0.4106
H  1.5916  0.2148  1.0463

Computed properties:
LUMO energy (eV): -3.355
Structure (SMILES): NC(=O)CC[NH3+]
E_tot (eV): -8278.296
Energy relative to the best compared isomer or geometry (same formula, charge and spin) (kJ/mol): 75.1
Charge: +1
Spin multiplicity: 1
Gap between HOMO and LUMO (eV): 11.191

Löwdin atomic charge list, values in e, 8 entries:
1 C -0.094
2 C -0.099
3 C -0.567
4 N 0.193
5 O 0.074
6 N 0.187
7 H 0.146
8 H 0.090

No. 3
Entry from OMol25: the ion C3H9N2O with charge +2 (the ωB97M-V functional and the def2-TZVPD basis).

Cartesian coordinates (Å):
N  1.4805  0.1122  1.7478
C  0.3716  -0.2827  0.7642
C  0.3848  0.5426  -0.5243
N  -0.6221  0.4854  -1.4223
C  -1.7428  -0.4184  -1.4248
O  1.3462  1.3008  -0.6448
H  2.0691  0.8429  1.3224
H  2.0927  -0.6486  2.0636
H  1.0153  0.4456  2.5975
H  0.6993  -1.3014  0.4604
H  -0.5472  -0.3531  1.3478
H  -0.5808  1.2202  -2.1481
H  -2.0985  -0.6437  -2.4234
H  -2.4956  0.0305  -0.7490
H  -1.3725  -1.3324  -0.9672

Computed properties:
LUMO energy (spin up / spin down) (eV): -8.779 / -13.798
E_tot (eV): -8264.159
Energy relative to the best compared isomer or geometry (same formula, charge and spin) (kJ/mol): 44.5
Charge: +2
Spin multiplicity: 2
Gap between HOMO and LUMO (spin up / spin down) (eV): 13.042 / 7.695

Löwdin atomic charge list, values in e, 8 entries:
1 N 0.239
2 C -0.006
3 C -0.337
4 N 0.234
5 C 0.077
6 O 0.245
7 H 0.173
8 H 0.196

No. 4
Entry from OMol25: a cluster of 2 separate species, C3H9N2O2 in total (the ωB97M-V functional and the def2-TZVPD basis).

Cartesian coordinates (Å):
C  -1.2635  -0.1099  -0.2775
C  -2.4914  -0.1744  0.6672
C  2.2927  -0.2164  -0.1166
N  -1.0188  1.1221  -0.6845
N  -0.3949  -1.0377  -0.5678
O  2.0042  1.0648  0.0325
O  3.5656  -0.5780  0.1133
H  -3.4122  0.2982  0.3086
H  -2.1055  0.3948  1.4956
H  -2.4529  -1.2618  0.9123
H  0.7131  -0.8114  -0.6519
H  -1.4682  1.9440  -0.3235
H  -0.2022  1.2557  -1.2267
H  -0.3141  -1.9763  -0.1676
H  2.8226  1.5978  0.2362
H  3.7255  -1.5115  0.2501

Computed properties:
LUMO energy (eV): -2.953
E_tot (eV): -10324.322
Energy relative to the best compared isomer or geometry (same formula, charge and spin) (kJ/mol): 244.1
Charge: +1
Spin multiplicity: 1
Gap between HOMO and LUMO (eV): 10.976

Löwdin atomic charge list, values in e, 8 entries:
1 C -0.401
2 C 0.037
3 C -0.173
4 N 0.194
5 N 0.157
6 O 0.066
7 O 0.096
8 H 0.103

No. 5
Entry from OMol25: the ion C3H9N2O2 with charge +1 (the ωB97M-V functional and the def2-TZVPD basis).

Cartesian coordinates (Å):
C  -0.0543  -0.6627  -1.5069
C  0.2744  1.4079  -0.1115
C  0.9380  -0.7099  0.8782
N  -1.0930  -1.4522  -1.6014
N  -0.0087  -0.1052  -0.0195
O  0.7839  -0.1353  -2.1746
O  -1.2234  -0.1998  0.6779
H  0.3331  1.6620  0.9039
H  1.2162  1.6210  -0.6094
H  -0.4269  1.8116  -0.6968
H  0.6603  -0.3662  1.8299
H  1.0070  -1.8352  0.7673
H  1.9857  -0.4109  0.6919
H  -1.4653  -1.8907  -0.7907
H  -1.4056  -1.8938  -2.5270
H  -1.7388  0.6052  0.5812

Computed properties:
LUMO energy (eV): -3.144
Structure (SMILES): C[N+](C)(O)C(N)=O
E_tot (eV): -10323.217
Energy relative to the best compared isomer or geometry (same formula, charge and spin) (kJ/mol): 350.7
Charge: +1
Spin multiplicity: 1
Gap between HOMO and LUMO (eV): 12.593

Löwdin atomic charge list, values in e, 8 entries:
1 C -0.453
2 C 0.089
3 C 0.020
4 N 0.240
5 N -0.268
6 O 0.171
7 O 0.047
8 H 0.107

No. 6
Entry from OMol25: a cluster of 2 separate species, C3H9N2O2 in total (the ωB97M-V functional and the def2-TZVPD basis).

Cartesian coordinates (Å):
C  2.2694  0.9724  0.3411
C  1.3200  -0.2261  0.5645
C  0.8063  -1.0007  -0.4693
N  -2.8049  -0.5856  -0.0920
N  -1.6172  -0.1505  -0.2675
O  -3.7355  -0.0599  0.5419
O  -1.3415  1.1447  0.0461
H  3.3570  0.6868  0.4709
H  2.1679  1.2785  -0.7695
H  1.9411  1.7942  0.9275
H  1.2337  -0.9716  -1.4626
H  1.2754  -0.5361  1.7014
H  0.4994  -2.0100  -0.2700
H  -0.2826  -0.5198  -0.6553
H  -2.9487  -1.4057  -0.6870
H  -2.1400  1.5895  0.0801

Computed properties:
LUMO energy (eV): -5.640
E_tot (eV): -10318.296
Energy relative to the best compared isomer or geometry (same formula, charge and spin) (kJ/mol): 825.6
Charge: +1
Spin multiplicity: 1
Gap between HOMO and LUMO (eV): 8.887

Löwdin atomic charge list, values in e, 8 entries:
1 C -0.037
2 C -0.006
3 C -0.075
4 N -0.109
5 N -0.042
6 O 0.064
7 O 0.088
8 H 0.130

No. 7
Entry from OMol25: the ion C3H9N2O2 with charge +1 (the ωB97M-V functional and the def2-TZVPD basis).

Cartesian coordinates (Å):
C  -0.3331  -0.2686  -0.1307
C  -1.3490  0.7743  -0.6037
C  1.0738  0.4677  0.2787
N  -0.7475  -0.9381  1.0762
N  2.1914  -0.0625  -0.0978
O  0.1179  -1.1971  -1.0522
O  0.9795  1.4209  1.1493
H  -2.2831  0.2080  -0.9026
H  -0.9284  1.2680  -1.6086
H  -1.7246  1.5508  0.1754
H  -0.4066  -1.8600  1.2295
H  -0.6660  -0.3336  1.9433
H  3.0623  0.5341  0.1908
H  -0.4689  -1.8151  -1.3791
H  2.4651  -0.8483  -0.7106
H  1.7370  1.7568  1.5947

Computed properties:
LUMO energy (eV): -3.771
Structure (SMILES): C[C@@](N)(O)C(=[NH2+])O
E_tot (eV): -10324.701
Energy relative to the best compared isomer or geometry (same formula, charge and spin) (kJ/mol): 207.6
Charge: +1
Spin multiplicity: 1
Gap between HOMO and LUMO (eV): 10.124

Löwdin atomic charge list, values in e, 8 entries:
1 C -0.577
2 C -0.009
3 C -0.255
4 N 0.118
5 N 0.254
6 O 0.053
7 O 0.207
8 H 0.106

No. 8
Entry from OMol25: a cluster of 2 separate species, C3H9N2O3 in total (the ωB97M-V functional and the def2-TZVPD basis).

Cartesian coordinates (Å):
O  1.4005  -1.8154  0.7742
C  0.5392  -1.1154  0.2399
N  0.5269  0.1698  -0.1314
C  1.7649  0.9351  -0.2583
O  1.7660  1.2243  -1.6861
C  -0.8833  -1.8100  -0.0518
N  -1.8636  -1.1319  0.7940
H  -0.5563  2.1580  1.1568
H  2.6515  0.4273  0.0256
H  1.7231  1.8786  0.3163
H  -0.9590  -2.8677  -0.0680
H  -1.0351  -1.5349  -1.2525
H  -1.4269  -0.7083  1.6634
H  -2.3322  -0.4217  0.2622
H  -0.9730  1.5682  -0.1718
H  0.9264  0.8561  -2.0123
O  -1.2693  2.1879  0.3998

Computed properties:
LUMO energy (eV): 4.037
E_tot (eV): -12379.680
Energy relative to the best compared isomer or geometry (same formula, charge and spin) (kJ/mol): 235.6
Charge: -1
Spin multiplicity: 1
Gap between HOMO and LUMO (eV): 7.996

Löwdin atomic charge list, values in e, 8 entries:
1 O -0.065
2 C -0.603
3 N -0.041
4 C -0.299
5 O -0.129
6 C -0.230
7 N -0.047
8 H 0.088

No. 9
Entry from OMol25: a cluster of 2 separate species, C3H9N2O3 in total (the ωB97M-V functional and the def2-TZVPD basis).

Cartesian coordinates (Å):
N  1.8496  1.3754  -2.7792
C  1.1681  0.7790  -1.7861
O  0.0231  1.3940  -1.3796
O  1.5022  -0.2674  -1.2694
H  2.7910  1.0511  -2.9611
H  1.6528  2.3223  -3.0363
H  -0.2369  2.0628  -2.0235
O  -2.7306  -1.2437  1.9477
C  -1.7596  -0.9309  2.5738
C  -0.4283  -0.7022  1.9133
N  -0.5310  -0.9588  0.4670
H  -1.7810  -0.8039  3.6664
H  -0.1171  0.3300  2.0854
H  0.3218  -1.3626  2.3493
H  -1.0490  -1.8267  0.3011
H  -1.0802  -0.2622  -0.0471
H  0.4052  -0.9562  -0.0217

Computed properties:
LUMO energy (eV): -3.062
E_tot (eV): -12374.020
Energy relative to the best compared isomer or geometry (same formula, charge and spin) (kJ/mol): 14.5
Charge: +1
Spin multiplicity: 1
Gap between HOMO and LUMO (eV): 11.539

Löwdin atomic charge list, values in e, 8 entries:
1 N 0.210
2 C -0.618
3 O 0.105
4 O 0.064
5 H 0.140
6 H 0.119
7 H 0.127
8 O 0.101

No. 10
Entry from OMol25: an isolated molecule of C3H9N2OP (the ωB97M-V functional and the def2-TZVPD basis).

Cartesian coordinates (Å):
C  1.7144  -1.1351  -0.5940
C  -1.9787  -0.1239  -0.5479
C  -0.5498  0.3148  -0.4319
N  0.4579  -0.9712  -0.9772
N  -0.2614  0.6773  0.8795
O  2.3574  -0.2204  -0.1868
P  1.2615  1.6480  1.1762
H  2.2183  -2.1076  -0.9042
H  -2.1995  -0.9232  0.2717
H  -2.5537  0.7806  -0.5135
H  -2.2808  -0.4371  -1.5171
H  -0.3088  1.1108  -1.1919
H  0.0080  -1.8345  -1.2236
H  -0.2420  -0.1642  1.3768
H  0.3534  2.3841  2.1016
H  2.0040  1.0018  2.2821

Computed properties:
LUMO energy (eV): 0.834
Structure (SMILES): C[C@@H](NP)NC=O
E_tot (eV): -17571.740
Energy relative to the best compared isomer or geometry (same formula, charge and spin) (kJ/mol): 238.6
Spin multiplicity: 1
Gap between HOMO and LUMO (eV): 9.715

Löwdin atomic charge list, values in e, 8 entries:
1 C -0.456
2 C -0.076
3 C -0.417
4 N 0.080
5 N -0.296
6 O -0.109
7 P 0.795
8 H 0.141

Number 1: largest force on an atom 6.34 eV/Å. Number 2: largest force on an atom 4.61 eV/Å. Number 3: largest force on an atom 3.77 eV/Å. Number 4: largest force on an atom 3.16 eV/Å. Number 5: largest force on an atom 4.23 eV/Å. Number 6: largest force on an atom 3.69 eV/Å. Number 7: largest force on an atom 4.68 eV/Å. Number 8: largest force on an atom 6.80 eV/Å. Number 9: largest force on an atom 0.77 eV/Å. Number 10: largest force on an atom 3.28 eV/Å.